Below is a structure of composition C28H22Cl2HfNO4P, with properties calculated with the ωB97M-V functional and the def2-TZVPD basis.

For the energy relative to the best compared isomer or geometry (same formula, charge and spin), the calculation gives 4.7 kcal per mole. Its LUMO energy is -7.60 eV. As for the charge: +2.

Each line ends with the Mulliken charge.
Element x y z (Å)
O  -2.26043  0.51580  -0.19525  -0.6809
C  4.26685  3.93962  0.96148  -0.4898
H  4.00841  -0.79617  -4.80055  0.4352
C  1.74447  -0.71791  1.27196  -0.6732
H  4.94608  4.66114  1.39429  0.4285
H  1.94824  -1.97513  2.99008  0.4675
C  1.08035  -1.83200  -0.77564  -0.8689
C  1.60144  1.58763  -4.92739  -0.9374
C  -2.49158  1.24150  0.83972  1.3164
C  1.69765  -1.93229  1.93849  -0.8262
H  1.31344  -4.03545  1.77888  0.3996
H  -4.39548  -4.67379  2.99865  0.4202
O  -4.03130  -0.40534  1.61893  -0.4907
C  2.16562  3.39375  0.03731  1.1579
H  4.12215  0.66811  0.10815  0.4655
C  1.23118  1.58667  -3.59043  -0.3511
C  2.60354  0.72811  -5.35380  -0.5302
H  -1.43033  -0.80298  2.25274  0.2654
C  -3.75972  -3.81434  2.83380  -0.6538
C  2.99280  4.34936  0.58215  -0.8398
C  1.02948  -3.03809  -0.09637  -0.8819
C  -3.45025  -1.56590  2.14148  0.8793
Cl  0.54041  4.02791  -0.46243  -0.2473
H  5.65736  2.31428  1.08640  0.4440
H  -2.83414  0.78321  2.85072  0.5296
H  1.10998  2.24924  -5.62693  0.4461
C  -4.31300  -2.64191  2.33186  0.5318
C  -2.09620  -1.64067  2.42340  -0.1224
C  -3.42760  0.79634  1.92426  -0.9078
C  -2.70931  3.37403  -3.38193  0.9207
C  -1.56895  -2.81459  2.94296  -1.1357
C  1.34388  -3.08891  1.25524  -0.3231
C  -2.40867  -3.89471  3.13681  -0.1780
C  -5.77445  -2.53564  2.01861  -1.3047
H  2.03211  0.17714  1.81026  0.5164
C  1.44964  -0.67008  -0.09280  0.8413
C  3.23175  -0.12780  -4.45509  -0.7707
C  2.50940  2.06556  -0.16061  0.0301
H  0.75449  -3.93988  -0.62573  0.4672
C  2.86938  -0.12663  -3.11951  -0.1241
H  0.43755  2.27925  -3.29383  0.1047
H  0.85058  -1.80672  -1.83445  0.5234
H  2.66887  5.37211  0.71052  0.5178
O  -1.86989  2.37392  0.87199  -0.6907
H  -0.52195  -2.89167  3.19392  0.7915
H  -5.94161  -2.11227  1.02913  0.3245
N  -2.04356  2.86272  -2.49240  -0.7157
H  -4.18004  1.58106  2.05401  0.5024
H  2.89828  0.71863  -6.39433  0.4298
H  3.36102  -0.79627  -2.42446  0.4414
C  1.86126  0.73505  -2.68219  1.1452
H  -6.23961  -3.51807  2.05500  0.4100
P  1.40167  0.89514  -0.96141  0.4364
C  4.66477  2.62180  0.78825  -0.9003
H  -6.28422  -1.89240  2.73741  0.3129
C  3.79852  1.69412  0.23396  0.1064
Hf  -1.06934  2.01355  -1.00422  1.1608
Cl  -1.76281  -5.37355  3.76599  -0.2137
O  -3.32818  3.85442  -4.21702  -0.3122